Entry P
{
  "formula": "H16O8Pb",
  "method": "the ωB97M-V functional and the def2-TZVPD basis",
  "homo_energy_ha": -0.593,
  "gap_ev": 9.813,
  "lumo_energy_ev": -6.316,
  "total_charge": 2,
  "symbols": ["Pb", "O", "H", "H", "O", "H", "H", "O", "H", "H", "O", "H", "H", "O", "H", "H", "O", "H", "H", "O", "H", "H", "O", "H", "H"],
  "coordinates": [[0.02041, -0.06584, 0.11011], [1.39013, 1.59128, 0.90164], [1.79682, 2.12942, 0.18220], [1.03826, 2.19892, 1.57683], [-1.04143, 0.40696, -2.15752], [-1.26824, 1.35330, -2.14400], [-0.87280, 0.26546, -3.08856], [-0.12916, -0.45221, 2.51408], [0.36484, -1.22555, 2.82554], [-0.66247, -0.11628, 3.28402], [1.99151, -1.33819, 0.73421], [2.53768, -1.78759, 0.11792], [2.08564, -1.62709, 1.63123], [-2.28966, -0.53154, 0.38472], [-2.76249, -1.34066, 0.22175], [-2.94127, 0.07833, 0.72963], [-0.54413, -2.13858, -1.05268], [-0.64250, -2.98990, -0.65886], [-0.05351, -2.16364, -1.89296], [-1.29647, 2.04210, 0.24916], [-0.83313, 2.89350, 0.24462], [-1.87613, 2.21636, 1.00962], [1.72382, 0.20661, -1.63817], [1.62764, 0.25053, -2.59577], [2.63663, 0.14429, -1.48875]]
}



Entry Q
{
  "formula": "H16O8Pb",
  "method": "the ωB97M-V functional and the def2-TZVPD basis",
  "homo_energy_ha": -0.618,
  "gap_ev": 10.382,
  "lumo_energy_ev": -6.425,
  "total_charge": 2,
  "symbols": ["Pb", "O", "H", "H", "O", "H", "H", "O", "H", "H", "O", "H", "H", "O", "H", "H", "O", "H", "H", "O", "H", "H", "O", "H", "H"],
  "coordinates": [[3.43900, -21.44800, -0.17200], [3.33600, -20.96300, 2.21100], [3.06300, -21.48700, 3.01600], [3.85000, -20.29600, 2.60200], [3.49800, -23.54400, 1.11500], [2.72500, -24.04900, 1.36100], [4.26000, -23.98400, 1.46100], [4.41200, -20.34900, -2.11600], [4.99000, -19.59400, -2.26600], [3.95500, -20.46600, -2.95100], [5.32900, -23.41900, -1.27200], [5.91900, -23.43600, -0.54900], [4.94500, -24.28000, -1.39000], [0.97600, -21.89600, 0.17100], [0.18700, -22.25900, -0.33200], [0.60500, -21.16800, 0.71900], [3.03000, -19.07900, -0.02900], [3.03800, -18.31300, -0.63300], [2.32500, -18.86100, 0.56600], [5.75800, -20.87900, 0.54300], [6.17200, -20.60100, -0.31300], [5.75700, -20.20200, 1.21200], [2.67200, -22.73900, -2.04000], [2.06300, -22.23000, -2.57600], [2.06200, -23.32600, -1.55900]]
}



The structure with the most favorable energy is entry Q; the runner-up is 0.242 eV above it.



Entry P
{
  "formula": "C25H85O30P5",
  "method": "the ωB97M-V functional and the def2-TZVPD basis",
  "homo_energy_ha": -0.371,
  "gap_ev": 10.135,
  "lumo_energy_ev": 0.033,
  "symbols": ["C", "O", "H", "H", "H", "H", "C", "O", "H", "H", "H", "H", "C", "O", "H", "H", "H", "H", "C", "O", "H", "H", "H", "H", "C", "O", "H", "H", "H", "H", "C", "O", "H", "H", "H", "H", "C", "O", "H", "H", "H", "H", "C", "O", "H", "H", "H", "H", "C", "O", "H", "H", "H", "H", "C", "O", "H", "H", "H", "H", "C", "O", "P", "O", "O", "C", "O", "C", "H", "H", "H", "H", "H", "H", "H", "H", "H", "C", "O", "P", "O", "O", "C", "O", "C", "H", "H", "H", "H", "H", "H", "H", "H", "H", "C", "O", "P", "O", "O", "C", "O", "C", "H", "H", "H", "H", "H", "H", "H", "H", "H", "C", "O", "P", "O", "O", "C", "O", "C", "H", "H", "H", "H", "H", "H", "H", "H", "H", "C", "O", "P", "O", "O", "C", "O", "C", "H", "H", "H", "H", "H", "H", "H", "H", "H"],
  "coordinates": [[4.58310, 1.78697, 5.58289], [3.85783, 2.94300, 5.80849], [4.36266, 1.53795, 4.54487], [5.65656, 1.94606, 5.68515], [4.24819, 1.02899, 6.29100], [3.38952, 2.79192, 6.63278], [1.87087, -6.20840, -1.98839], [2.48231, -6.60639, -3.12027], [1.77584, -6.96031, -1.20500], [2.37396, -5.33049, -1.58306], [0.84350, -5.95375, -2.24871], [1.80827, -7.01250, -3.67013], [6.06088, -0.78692, -0.68738], [6.90934, -0.02419, -1.45434], [6.52564, -1.61640, -0.15441], [5.46450, -0.18143, -0.00487], [5.33001, -1.33689, -1.28021], [7.66717, 0.30880, -0.96811], [-6.77578, 5.41360, 6.39343], [-5.41683, 5.14749, 6.25081], [-7.20128, 4.63342, 7.02460], [-6.90120, 6.35242, 6.93286], [-7.26392, 5.41853, 5.41886], [-5.06049, 5.65501, 5.51798], [-6.73199, -3.85526, -6.53911], [-6.48578, -5.16756, -6.99437], [-7.79868, -3.71197, -6.36665], [-6.24506, -3.58628, -5.60175], [-6.42090, -3.22696, -7.37371], [-5.62392, -5.18611, -7.41680], [8.87688, -4.27621, 3.64216], [7.84269, -3.82746, 4.51172], [9.75778, -4.61702, 4.18617], [8.55001, -5.06477, 2.96434], [9.17325, -3.42288, 3.03218], [8.26244, -3.32643, 5.21484], [-4.47631, -1.12770, 6.07066], [-4.77393, -2.24377, 5.28376], [-5.14219, -1.19684, 6.93085], [-3.42278, -0.98676, 6.31212], [-4.75181, -0.23736, 5.50541], [-4.25421, -2.15324, 4.48171], [-1.02947, -3.98766, -8.22062], [-1.82804, -5.13320, -8.03451], [-1.55842, -3.03957, -8.12346], [-0.27623, -3.92355, -7.43537], [-0.44789, -3.95657, -9.14198], [-1.41622, -5.78437, -7.46182], [6.37972, -8.91509, 0.69023], [6.71127, -9.32480, 2.03334], [5.73807, -9.64008, 0.18945], [5.87883, -7.94706, 0.70183], [7.26134, -8.80132, 0.05944], [5.96621, -9.14792, 2.61232], [-3.73718, 6.37499, 0.95701], [-3.32346, 6.94253, 2.18897], [-4.26941, 7.17217, 0.43805], [-2.92920, 5.99700, 0.33060], [-4.49600, 5.59835, 1.05245], [-2.44496, 7.30156, 2.04432], [1.74718, -2.67460, 2.26263], [1.21586, -1.40467, 1.80790], [-0.23480, -1.26590, 1.06692], [-1.26411, -2.09584, 1.69561], [-0.52277, 0.32598, 1.08518], [-0.43576, 1.15978, 2.24569], [0.10245, -1.49430, -0.49478], [-0.90989, -1.28376, -1.50714], [2.20752, -2.57138, 3.24525], [2.48063, -3.14780, 1.60977], [0.92925, -3.37578, 2.42825], [-0.04275, 0.65012, 3.12539], [-1.41993, 1.58972, 2.43183], [0.17357, 2.04445, 2.06079], [-0.66261, -1.92353, -2.35428], [-0.91514, -0.21675, -1.72980], [-1.91488, -1.50621, -1.14849], [-7.58397, 3.57168, -5.40055], [-7.47982, 3.31883, -4.02109], [-7.29614, 1.81782, -3.38793], [-6.37073, 0.91663, -4.10832], [-6.83199, 2.00942, -1.86543], [-6.93934, 0.95208, -0.90915], [-8.77885, 1.22904, -3.24543], [-9.49294, 0.96698, -4.43646], [-8.46212, 4.18340, -5.60731], [-7.60286, 2.61795, -5.92795], [-6.70985, 4.11364, -5.76151], [-7.51325, 0.07748, -1.21542], [-7.34160, 1.29047, 0.04571], [-5.92977, 0.66638, -0.61381], [-9.72297, -0.09828, -4.45671], [-8.96360, 1.20044, -5.36025], [-10.43717, 1.51143, -4.42536], [2.19882, 9.87245, -3.08578], [1.53555, 9.48750, -1.88216], [2.25988, 9.42084, -0.41042], [1.31988, 8.94508, 0.65875], [3.55331, 8.47425, -0.63694], [3.55215, 7.04217, -0.57436], [2.85752, 10.90677, -0.13519], [3.47410, 11.10523, 1.09174], [1.97859, 9.26470, -3.96341], [3.26421, 9.90202, -2.85741], [1.93090, 10.89266, -3.36058], [2.54311, 6.65835, -0.42393], [4.25701, 6.58454, 0.11978], [3.82801, 6.74765, -1.58692], [4.02767, 10.22954, 1.43061], [2.73019, 11.48655, 1.79124], [4.21015, 11.87871, 0.87254], [-0.49605, -7.24661, 7.26443], [0.58929, -7.67147, 6.46655], [2.06584, -7.94610, 7.09732], [3.03724, -8.57748, 6.16633], [2.54730, -6.54577, 7.74455], [3.60005, -6.52764, 8.73816], [1.73379, -8.86572, 8.37963], [1.17768, -10.16739, 8.16579], [-1.07790, -6.53727, 6.67588], [-0.19573, -6.84816, 8.23352], [-1.17241, -8.09762, 7.34459], [3.91250, -7.50602, 9.10318], [3.35666, -5.90276, 9.59746], [4.49794, -6.07325, 8.31932], [1.73386, -10.99680, 8.60265], [1.04733, -10.39579, 7.10799], [0.15914, -10.37794, 8.49189], [2.46212, 3.32118, -9.15032], [1.30011, 3.81866, -8.56521], [1.19740, 3.86631, -6.94211], [2.12976, 4.78621, -6.29295], [-0.34798, 4.23423, -6.66903], [-0.79264, 4.59102, -5.38009], [1.42760, 2.29101, -6.51912], [2.43625, 2.08724, -5.58861], [3.06847, 2.68761, -8.50299], [3.14545, 4.10773, -9.47045], [2.30446, 2.82344, -10.10714], [-1.29555, 5.55796, -5.36619], [0.02796, 4.57410, -4.66285], [-1.51580, 3.87291, -4.99353], [2.86338, 1.08721, -5.66348], [2.06750, 2.26148, -4.57778], [3.30200, 2.74432, -5.67132]]
}



Entry Q
{
  "formula": "C25H85O30P5",
  "method": "the ωB97M-V functional and the def2-TZVPD basis",
  "homo_energy_ha": -0.352,
  "gap_ev": 9.913,
  "lumo_energy_ev": 0.341,
  "symbols": ["C", "O", "H", "H", "H", "H", "C", "O", "H", "H", "H", "H", "C", "O", "H", "H", "H", "H", "C", "O", "H", "H", "H", "H", "C", "O", "H", "H", "H", "H", "C", "O", "H", "H", "H", "H", "C", "O", "H", "H", "H", "H", "C", "O", "H", "H", "H", "H", "C", "O", "H", "H", "H", "H", "C", "O", "H", "H", "H", "H", "C", "O", "P", "O", "O", "C", "O", "C", "H", "H", "H", "H", "H", "H", "H", "H", "H", "C", "O", "P", "O", "O", "C", "O", "C", "H", "H", "H", "H", "H", "H", "H", "H", "H", "C", "O", "P", "O", "O", "C", "O", "C", "H", "H", "H", "H", "H", "H", "H", "H", "H", "C", "O", "P", "O", "O", "C", "O", "C", "H", "H", "H", "H", "H", "H", "H", "H", "H", "C", "O", "P", "O", "O", "C", "O", "C", "H", "H", "H", "H", "H", "H", "H", "H", "H"],
  "coordinates": [[-4.53378, 0.60036, 0.62591], [-3.83339, -0.53404, 1.03454], [-5.31203, 0.90416, 1.32526], [-3.89503, 1.45726, 0.40933], [-5.06883, 0.40431, -0.31579], [-3.05835, -0.71383, 0.48096], [1.19803, -0.39206, -4.32306], [1.01263, 0.99918, -4.54496], [1.66189, -0.57111, -3.34690], [0.19335, -0.80761, -4.25332], [1.78369, -0.93169, -5.06956], [1.86827, 1.45176, -4.47488], [1.06194, -2.64580, 5.54056], [1.84526, -3.45233, 6.44836], [0.97524, -1.68532, 6.03743], [1.65617, -2.52598, 4.62860], [0.15899, -3.20205, 5.29210], [1.98187, -4.31914, 6.06057], [-2.54997, 1.92947, 3.21467], [-2.35630, 0.52125, 3.43011], [-2.04714, 2.21008, 2.28116], [-3.60128, 2.09891, 2.95426], [-2.22276, 2.49542, 4.07792], [-2.91040, 0.11166, 2.74860], [-2.86911, -3.18226, 2.76996], [-1.91120, -2.82195, 3.76070], [-3.28523, -2.38321, 2.15766], [-2.47739, -4.01129, 2.18341], [-3.68030, -3.62644, 3.35989], [-1.92139, -1.92033, 4.09425], [-4.58484, -1.35735, -2.85014], [-3.33209, -1.56311, -2.21544], [-5.35731, -1.54853, -2.10671], [-4.77778, -0.38863, -3.31286], [-4.71047, -2.12809, -3.61785], [-2.62900, -1.46459, -2.86633], [1.40367, -6.94281, 0.59612], [1.69549, -6.67612, -0.74675], [1.22508, -6.00726, 1.12935], [0.53011, -7.59415, 0.74080], [2.17889, -7.45173, 1.18821], [1.80933, -7.52132, -1.19344], [-2.14718, 1.34874, -4.13588], [-3.01652, 1.78982, -3.08469], [-2.60093, 1.13496, -5.10619], [-1.39345, 2.13206, -4.22710], [-1.64707, 0.44161, -3.80312], [-3.29016, 2.68673, -3.29287], [3.67884, 0.32420, 3.29082], [3.40420, -0.95699, 3.84857], [3.32119, 1.08458, 3.99733], [4.75017, 0.52737, 3.23830], [3.17511, 0.50089, 2.34269], [4.22300, -1.27870, 4.23034], [3.84394, -2.28008, -0.32102], [3.34454, -1.57889, -1.46233], [3.85279, -3.33753, -0.59612], [4.84169, -1.93186, -0.05107], [3.26984, -2.09684, 0.59301], [2.38929, -1.75688, -1.45814], [-2.31066, -7.12113, -0.22013], [-3.60597, -6.76970, 0.26410], [-4.88662, -6.88634, -0.70408], [-4.87417, -8.01969, -1.63684], [-6.02899, -6.75320, 0.36809], [-7.41583, -6.87853, 0.06677], [-4.96330, -5.46679, -1.45985], [-4.88298, -4.24433, -0.71579], [-2.08809, -8.14027, 0.08686], [-1.54706, -6.41690, 0.09650], [-2.29900, -7.06757, -1.31207], [-7.91636, -7.46404, 0.83677], [-7.51010, -7.49513, -0.83068], [-7.88484, -5.90402, -0.03469], [-5.78687, -3.66567, -0.89436], [-4.06136, -3.64119, -1.11023], [-4.60258, -4.47577, 0.31096], [-1.20556, 1.03192, -1.14861], [-1.35572, -0.18532, -0.40144], [-0.21432, -1.27015, -0.53174], [0.44526, -1.37575, -1.84730], [0.75894, -0.95515, 0.67912], [0.21767, -0.84555, 2.02153], [-0.92121, -2.58030, -0.01850], [-0.44483, -3.90084, -0.20579], [-1.99633, 1.73491, -0.91522], [-1.23823, 0.76940, -2.20602], [-0.24053, 1.53156, -1.03917], [0.83631, -1.52694, 2.60191], [-0.79820, -1.22874, 2.05160], [0.31899, 0.18643, 2.33702], [-1.06573, -4.48083, -0.88394], [-0.45758, -4.32350, 0.80160], [0.58671, -4.09779, -0.51247], [3.42562, 3.46542, 4.00595], [4.26252, 3.38830, 2.83132], [3.84792, 4.20182, 1.53727], [3.39896, 5.57287, 1.80834], [5.15034, 4.00538, 0.64276], [6.38039, 4.59453, 0.98913], [2.78997, 3.22896, 0.81444], [1.44176, 3.16789, 1.29616], [2.69802, 4.26558, 3.87467], [4.06683, 3.61081, 4.86895], [2.86584, 2.53348, 4.09687], [6.33028, 5.12910, 1.94013], [6.80287, 5.24714, 0.22365], [7.12651, 3.80100, 1.10234], [1.15379, 3.99305, 1.94601], [1.36788, 2.20581, 1.80584], [0.72415, 3.14641, 0.47545], [0.46778, 6.40516, -0.05547], [-0.67064, 6.89107, 0.63942], [-1.90400, 6.01370, 1.17512], [-1.59810, 4.93774, 2.13839], [-2.86324, 7.15004, 1.76704], [-3.41849, 8.14076, 0.92114], [-2.59211, 5.54107, -0.19043], [-2.32818, 4.25038, -0.71450], [1.31406, 6.28708, 0.61975], [0.64141, 7.16404, -0.82186], [0.29376, 5.49404, -0.63669], [-3.33994, 9.08170, 1.47879], [-4.49584, 8.01313, 0.79438], [-2.91881, 8.30163, -0.03315], [-1.46182, 4.25583, -1.38106], [-3.17424, 3.96436, -1.33902], [-2.18168, 3.49465, 0.05414], [3.46485, 1.20455, -1.60224], [4.14078, 2.41260, -1.93663], [4.61136, 2.61160, -3.44032], [3.54025, 2.52142, -4.44490], [5.40764, 4.00229, -3.42882], [6.29565, 4.41423, -4.44147], [5.84027, 1.54882, -3.63146], [5.51848, 0.36119, -4.37027], [3.06304, 0.72966, -2.50714], [2.57528, 1.29621, -0.98791], [4.21258, 0.50227, -1.23859], [7.24286, 4.78719, -4.05440], [5.80371, 5.25740, -4.94083], [6.47441, 3.67555, -5.22544], [6.37579, 0.11513, -4.99405], [4.63060, 0.42447, -4.99896], [5.32432, -0.44846, -3.66094]]
}



The structure with the most favorable energy is entry Q; the runner-up is 3.165 eV above it.